[1]
ORCA calculation (wB97M-V/def2-TZVPD) on 2 unconnected molecules or ions with the total composition H3NO2S2.

XYZ file:
```
8
Properties=species:S:1:pos:R:3:nbo_charge:R:1
N -1.264 -0.201 0.040 -0.416
O 0.944 1.242 -0.284 -0.905
O -0.517 -0.938 0.906 -0.723
S 3.058 -0.532 -0.726 -0.245
S 1.943 0.436 0.482 1.088
H -2.206 -0.214 0.444 0.394
H -1.156 -0.543 -1.053 0.374
H -0.803 0.750 0.190 0.433
```

Orbital gap ... 7.4 eV
ΔE to the lowest compared entry with this formula, charge and spin ... 182.38 kJ/mol
E_HOMO ... -0.3314 hartree
F_max ... 3.48 eV/Å
E_LUMO ... -1.7 eV
Calculated total energy ... -1003.27697 Eh



[2]
ORCA calculation (wB97M-V/def2-TZVPD) on a molecular structure, H3NO3P.

XYZ file:
```
8
Properties=species:S:1:pos:R:3:nbo_charge:R:1
N -1.100 -0.431 -0.330 -1.228
O 0.256 0.411 1.505 -0.998
O 1.299 -1.283 -0.109 -1.182
O 1.068 1.226 -0.713 -1.202
P 0.506 -0.033 -0.044 2.401
H -1.817 0.252 -0.516 0.372
H 0.898 1.029 1.355 0.464
H -1.111 -1.170 -1.149 0.372
```

Orbital gap ... 8.9 eV
ΔE to the lowest compared entry with this formula, charge and spin ... 39.80 kJ/mol
E_HOMO ... -0.1628 hartree
F_max ... 4.91 eV/Å
Charge ... -1
E_LUMO ... 4.5 eV
Calculated total energy ... -623.79445 Eh



[3]
ORCA calculation (wB97M-V/def2-TZVPD) on a single H3NO3Si molecule.

XYZ file:
```
8
Properties=species:S:1:pos:R:3:nbo_charge:R:1
O 1.851 -1.800 -0.046 -0.337
N 1.264 -0.840 -0.405 0.753
O 1.578 0.097 -1.030 -0.361
O -0.016 -0.878 0.069 -0.683
Si -1.021 0.580 0.260 1.087
H -2.491 0.025 0.603 -0.125
H -0.486 1.349 1.428 -0.182
H -0.679 1.467 -0.878 -0.152
```

Orbital gap ... 12.0 eV
ΔE to the lowest compared entry with this formula, charge and spin ... 226.91 kJ/mol
E_HOMO ... -0.4225 hartree
SMILES ... O=[N+]([O-])O[SiH3]
F_max ... 2.75 eV/Å
E_LUMO ... 0.5 eV
Calculated total energy ... -571.62757 Eh



[4]
ORCA calculation (wB97M-V/def2-TZVPD) on 2 unconnected molecules or ions with the total composition H3NO3Si.

XYZ file:
```
8
Properties=species:S:1:pos:R:3:nbo_charge:R:1
N 0.921 -0.632 0.717 0.181
O 0.291 -1.453 1.346 -0.390
O 2.110 -0.311 0.911 -0.404
O -1.337 -0.486 -0.985 -1.083
Si -0.082 0.329 -0.459 1.355
H -2.035 -0.069 -1.521 0.531
H 1.066 0.845 -1.212 -0.200
H -0.934 1.778 1.202 0.008
```

Orbital gap (alpha / beta) ... 7.0 / 7.8 eV
ΔE to the lowest compared entry with this formula, charge and spin ... 214.18 kJ/mol
Spin multiplicity ... 3
E_HOMO (alpha / beta) ... -0.2673 / -0.3885 hartree
⟨S²⟩ ... 2.00
F_max ... 2.38 eV/Å
E_LUMO (alpha / beta) ... -0.3 / -2.7 eV
Calculated total energy ... -571.52043 Eh